{"formula": "C11H15N", "method": "wB97M-V/def2-TZVPD", "symbols": ["C", "C", "C", "N", "C", "C", "C", "C", "C", "C", "H", "H", "H", "H", "H", "H", "H", "H", "H", "C", "C", "H", "H", "H", "H", "H", "H"], "positions_angstrom": [[0.99, -1.07, 3.74], [1.25, -0.42, 2.42], [2.16, 0.56, 2.21], [2.13, 0.96, 0.88], [1.17, 0.19, 0.23], [0.90, 0.23, -1.16], [-0.01, -0.71, -1.61], [-0.70, -1.48, -0.67], [-0.45, -1.49, 0.68], [0.56, -0.64, 1.18], [1.92, -1.37, 4.21], [0.35, -1.96, 3.71], [0.43, -0.45, 4.45], [2.79, 1.08, 2.92], [2.94, 1.30, 0.41], [1.52, 0.89, -1.76], [-0.21, -0.84, -2.66], [-1.56, -2.08, -0.97], [-1.17, -1.94, 1.35], [-2.53, 1.85, -3.58], [-3.85, 1.20, -3.12], [-1.82, 1.11, -3.95], [-2.59, 2.56, -4.40], [-2.16, 2.34, -2.68], [-4.21, 0.45, -3.83], [-3.63, 0.72, -2.18], [-4.69, 1.90, -3.12]], "nbo_charge": [-0.635, -0.081, -0.033, -0.533, 0.137, -0.221, -0.221, -0.237, -0.195, -0.096, 0.219, 0.220, 0.217, 0.209, 0.403, 0.211, 0.215, 0.209, 0.212, -0.607, -0.610, 0.201, 0.200, 0.205, 0.197, 0.209, 0.206], "e_above_lowest_kj_mol": 59.36, "homo_lumo_gap_ev": 8.89, "charge": 0, "e_tot_ha": -482.89257, "lumo_ev": 0.96, "smiles": "Cc1c[nH]c2ccccc12.CC", "e_homo_ha": -0.2911}